Formula: C43H51N2O4ReSe
Source: the Open Molecules 2025 dataset
Level of theory: the ωB97M-V functional and the def2-TZVPD basis

Values from the calculation:
2S+1 = 2
maximum force = 4.434 eV/Å
total charge = +1
gap between HOMO and LUMO (alpha / beta) = 0.2052 / 0.2297 hartree
LUMO level (alpha / beta) = -5.513 / -5.036 eV
electronic energy = -124060.01952 eV

Last column: Löwdin spin population.
CARTESIAN COORDINATES (ANGSTROEM)
1 C 4.18290 -0.53020 2.40930  0.00
2 C 3.55500 -1.68860 3.19390  0.00
3 O 1.84740 -3.12860 -0.97910  0.03
4 C 3.48230 4.71480 3.71660  0.00
5 C 1.45970 1.58300 0.83980  0.00
6 C 1.91860 -6.14290 -2.24520  0.00
7 N -0.19950 -3.01690 -0.16990  0.01
8 H -6.22420 -0.94950 -2.09850  0.00
9 C 3.14490 0.56520 2.24770  0.00
10 H 3.20770 -4.56410 0.22620  0.00
11 H 3.84060 -1.57650 0.51050  0.00
12 H -1.37480 -6.57210 -1.60890  0.00
13 C 1.53070 -5.77430 0.77920  0.00
14 C 1.48240 2.74500 1.57430  0.00
15 H 2.94870 -6.97920 -3.91760  0.00
16 H 0.07010 -7.16510 1.53570  0.00
17 H -4.61560 2.12550 -2.55830  0.00
18 C 0.70560 -6.03840 -1.57520  0.00
19 H -4.57970 -0.33040 0.36670  0.00
20 H 5.48200 -1.69500 1.12440  0.00
21 H 0.96530 5.70600 4.12720  0.00
22 H 1.71840 4.28390 5.81190  0.00
23 C 0.86640 -3.74120 -0.53330  0.02
24 H 4.30790 4.05400 3.96000  0.00
25 H 4.64180 -5.39850 2.03470  0.00
26 H -5.65540 0.32100 -3.17420  0.00
27 H 6.22300 -0.73540 3.07970  0.00
28 H 3.74940 -7.01720 3.67930  0.00
29 C 2.14820 0.40830 1.25230  0.00
30 H 3.78030 1.81640 3.82810  0.00
31 C 3.13530 -6.68280 2.85670  0.00
32 H -3.61810 -1.00080 -3.77280  0.00
33 C -4.17600 -0.43810 -1.75720  0.00
34 H -3.31020 -1.49920 -0.04120  0.00
35 H -6.02120 0.68080 -1.47380  0.00
36 C -2.07050 4.80210 -3.91820  0.00
37 H -1.20500 -7.92190 -3.63010  0.00
38 H 4.24860 -2.52520 3.24020  0.00
39 H -1.11180 5.02110 -3.45480  0.00
40 C -3.62380 -1.44380 -2.77970  0.00
41 H -2.60980 -1.75120 -2.52360  0.00
42 H -2.37810 5.68400 -4.47610  0.00
43 O -1.38970 -0.56340 -0.92500  0.00
44 C 1.05800 -6.74540 1.65600  0.00
45 Se 0.82210 1.35310 -0.99550  0.01
46 C -3.61230 2.01460 -2.18880  0.00
47 C 3.10440 1.72560 2.99640  0.00
48 H 2.75370 2.89780 5.55050  0.00
49 O 1.82210 -0.73690 0.72580  0.03
50 H 4.92880 -0.18580 0.40070  0.00
51 C -1.06650 1.73590 -1.25280  0.00
52 H 2.78900 -5.62340 -1.87790  0.00
53 H 1.19010 5.40120 2.41490  0.00
54 C -5.60530 -0.05720 -2.15700  0.00
55 C 3.62950 -5.76430 1.94530  0.00
56 H 0.96880 -8.17070 -4.78270  0.00
57 H 3.66130 5.14960 2.73770  0.00
58 C -0.32130 -7.43960 -3.24020  0.00
59 H -0.78150 3.78870 -1.68730  0.00
60 C 0.60210 -5.21520 -0.29720  0.00
61 H -4.25170 -2.33190 -2.80630  0.00
62 C 2.82770 -5.30330 0.91550  0.00
63 H -3.35330 6.50670 -2.27880  0.00
64 H -1.27710 -5.90980 0.53240  0.00
65 Re 0.34420 -1.09210 -0.48980  0.91
66 C -4.49030 4.36160 -3.60510  0.00
67 H 5.21690 0.19470 4.18510  0.00
68 C 1.89740 3.43670 5.15490  0.00
69 H -4.99030 -1.87720 -0.36540  0.00
70 C 4.62880 -1.02830 1.02230  0.00
71 H 0.90840 3.59670 1.24880  0.00
72 C -4.25780 -1.07310 -0.36150  0.00
73 C -1.90070 0.59200 -1.29060  0.01
74 C -0.41540 -6.67950 -2.08760  0.00
75 H 1.02360 2.79080 5.19250  0.00
76 O -2.30360 -3.48760 0.68010  0.00
77 C 1.85390 -7.18540 2.69820  0.00
78 H 2.64340 -2.02700 2.70610  0.00
79 C 2.00630 -6.90280 -3.39850  0.00
80 C -3.20450 5.53850 -1.80530  0.00
81 C 2.22610 2.78820 2.75740  0.00
82 C -2.76660 3.12170 -2.22760  -0.01
83 C 0.89350 -7.56260 -3.89450  0.00
84 C -3.23870 0.75990 -1.72490  -0.01
85 H 5.77250 0.91480 2.66390  0.00
86 H 1.46870 -7.92100 3.38870  0.00
87 H 3.31370 -1.37710 4.20840  0.00
88 H -4.71640 5.32880 -4.04610  0.00
89 C 1.01940 4.92360 3.37550  0.00
90 C -1.48220 2.96630 -1.70950  0.00
91 C -1.22560 -3.85080 0.29180  0.00
92 H -5.30220 4.11200 -2.92580  0.00
93 C -3.14610 4.44020 -2.87760  0.00
94 H -2.28230 5.58190 -1.23010  0.00
95 H -1.93390 3.98540 -4.62530  0.00
96 C 2.15070 3.95390 3.72960  0.00
97 C 5.42220 -0.00090 3.13580  0.00
98 N -0.76100 -5.11940 0.18590  0.00
99 H -4.44890 3.62600 -4.40560  0.00
100 H 0.05940 4.41310 3.35880  0.00
101 H 3.45940 5.51050 4.45650  0.00
102 H -4.03220 5.36570 -1.12200  0.00